116
Properties=species:S:1:pos:R:3:lowdin_charge:R:1 method="wB97M-V/def2-TZVPD" gap_ev=7.4330 smiles="c1cc[nH]c1.c1cc[nH]c1.c1cc[nH]c1.c1cc[nH]c1.O=C1CCCO1.O=C1CCCO1.O=C1CCCO1.O=C1CCCO1.O=C1CCCO1.BrCCBr.BrCCBr"
C -26.676 -2.333 -4.545 -0.1091
C -26.063 -1.077 -4.348 -0.0992
C -24.901 -1.282 -3.527 -0.1170
N -24.872 -2.613 -3.121 0.0170
C -25.956 -3.201 -3.740 -0.1656
H -27.473 -2.598 -5.225 0.0905
H -26.220 -0.088 -4.752 0.0703
H -24.172 -0.554 -3.204 0.0953
H -24.151 -3.022 -2.544 0.1256
H -26.097 -4.268 -3.646 0.0976
C -22.008 3.402 0.200 -0.1274
C -22.059 2.942 1.478 -0.1275
C -21.308 1.840 1.549 -0.1449
N -20.765 1.641 0.331 0.0245
C -21.091 2.681 -0.465 -0.1482
H -22.557 4.244 -0.196 0.0654
H -22.711 3.347 2.238 0.1059
H -21.169 1.176 2.389 0.1148
H -20.124 0.909 0.060 0.1560
H -20.600 2.744 -1.425 0.1067
C -21.864 7.483 -6.688 -0.1272
C -23.230 7.731 -6.857 -0.1257
C -23.867 6.543 -6.471 -0.1525
N -22.949 5.593 -6.081 0.0539
C -21.712 6.161 -6.247 -0.1862
H -21.059 8.185 -6.846 0.0886
H -23.788 8.607 -7.153 0.0838
H -24.927 6.361 -6.379 0.1037
H -23.145 4.687 -5.678 0.0850
H -20.763 5.666 -6.101 0.0441
C -24.470 3.489 -4.346 -0.1313
C -25.161 2.788 -5.436 -0.0971
C -24.249 1.843 -5.921 -0.1210
N -23.119 1.849 -5.086 0.0382
C -23.229 2.844 -4.148 -0.1352
H -24.784 4.288 -3.691 0.0313
H -26.210 2.995 -5.593 0.0853
H -24.352 1.057 -6.655 0.0972
H -22.372 1.177 -5.191 0.0768
H -22.527 2.907 -3.331 0.0924
O -29.111 4.656 -0.689 0.0939
C -27.908 4.580 -0.509 -0.4609
C -26.755 4.415 -1.546 -0.0685
C -25.708 3.670 -0.710 -0.1664
C -26.004 4.048 0.737 -0.1241
O -27.394 4.493 0.727 0.0086
H -27.150 3.754 -2.317 0.1187
H -26.459 5.373 -1.973 0.1090
H -25.675 2.590 -0.854 0.1228
H -24.745 4.055 -1.047 0.0483
H -25.882 3.230 1.447 0.1224
H -25.500 4.941 1.106 0.1225
O -20.615 -1.386 -9.035 0.0450
C -21.641 -0.882 -9.582 -0.3801
C -22.065 0.590 -9.734 -0.0770
C -23.491 0.327 -10.077 -0.1964
C -23.404 -0.784 -11.039 -0.1766
O -22.461 -1.617 -10.384 0.0250
H -21.892 1.177 -8.832 0.0668
H -21.479 0.937 -10.585 0.1419
H -24.044 0.007 -9.193 0.1261
H -23.994 1.206 -10.478 0.1199
H -24.369 -1.253 -11.226 0.1342
H -22.980 -0.529 -12.010 0.1348
O -27.801 6.744 -9.424 0.1102
C -27.206 5.688 -9.424 -0.5201
C -27.127 4.683 -10.563 -0.0942
C -27.015 3.391 -9.846 -0.1636
C -26.245 3.820 -8.591 -0.1392
O -26.641 5.185 -8.382 0.0575
H -27.974 4.700 -11.249 0.1272
H -26.298 4.863 -11.246 0.1308
H -27.930 2.950 -9.451 0.1244
H -26.469 2.711 -10.501 0.1094
H -26.468 3.180 -7.737 0.0985
H -25.176 3.740 -8.790 0.1259
O -20.350 4.028 -3.877 0.0202
C -19.358 4.347 -3.148 -0.4587
C -19.314 5.359 -2.060 -0.0934
C -18.264 4.779 -1.115 -0.1201
C -17.294 4.116 -2.154 -0.1102
O -18.184 3.748 -3.225 0.0336
H -18.973 6.272 -2.548 0.1412
H -20.321 5.496 -1.666 0.0880
H -17.862 5.484 -0.388 0.1184
H -18.756 4.007 -0.522 0.0936
H -16.437 4.732 -2.426 0.1249
H -16.861 3.226 -1.698 0.1205
O -21.245 -0.296 -5.199 0.0551
C -21.103 -1.487 -4.885 -0.3817
C -20.271 -2.513 -5.543 -0.0758
C -20.726 -3.811 -4.836 -0.1300
C -21.352 -3.447 -3.490 -0.1220
O -21.701 -2.060 -3.758 -0.0246
H -20.456 -2.443 -6.615 0.1239
H -19.261 -2.250 -5.229 0.0890
H -21.438 -4.288 -5.509 0.1206
H -19.853 -4.438 -4.657 0.1129
H -22.305 -3.922 -3.252 0.1066
H -20.665 -3.527 -2.648 0.1234
Br -23.207 6.294 -2.409 0.6870
C -24.087 7.898 -3.212 -0.6155
C -23.084 9.030 -3.398 -0.5829
Br -23.944 10.589 -4.435 0.5254
H -24.929 8.150 -2.567 0.0531
H -24.549 7.575 -4.145 0.0321
H -22.281 8.667 -4.039 0.0321
H -22.627 9.517 -2.536 0.0495
Br -20.386 3.241 -7.474 0.7075
C -19.375 2.104 -6.162 -0.6079
C -18.889 0.947 -7.016 -0.6843
Br -17.468 -0.094 -6.099 0.6198
H -20.023 1.870 -5.317 0.0321
H -18.556 2.714 -5.781 0.0443
H -18.475 1.413 -7.910 0.0358
H -19.722 0.308 -7.309 0.0251

***

8
Properties=species:S:1:pos:R:3:nbo_charge:R:1 method="wB97M-V/def2-TZVPD" gap_ev="7.8221 / 7.8209"
C 0.998 -0.818 -0.241 0.0929
C -1.962 -0.542 1.093 0.0792
N 1.219 0.359 -0.453 -0.6079
N -1.709 -1.536 1.574 -0.2989
P 1.463 1.969 -0.474 0.3548
H 1.580 -1.707 -0.504 0.2177
H -2.097 0.264 0.469 0.2187
H 0.507 2.011 -1.465 -0.0566

***

11
Properties=species:S:1:pos:R:3:nbo_charge:R:1 method="wB97M-V/def2-TZVPD" gap_ev=10.4004 smiles="C=CC(F)(F)C=O"
C 0.209 -1.311 -1.198 -0.3799
C 0.801 -0.499 -0.314 -0.2562
C 0.062 1.074 0.250 0.6261
F 1.010 1.925 0.746 -0.3271
F -0.595 1.632 -0.726 -0.2917
C -0.799 0.371 1.241 0.3229
O -1.929 0.180 0.936 -0.5098
H 0.707 -2.030 -1.770 0.2174
H -0.820 -1.018 -1.471 0.2224
H 1.883 -0.392 0.009 0.2187
H -0.528 0.068 2.297 0.1572